Entry 1:
The following is a DFT calculation (wB97M-V/def2-TZVPD) of a cluster of 14 separate species, C4H36N2O15 in total at a distorted geometry.

## Properties
frontier orbital gap = 9.30 eV
energy above the lowest of the compared OMol25 structures with the same formula, charge and spin = 795.4 kJ/mol
F_max = 8.6 eV/A
E_LUMO = -0.04 eV
E_HOMO = -9.345 eV
energy = -38421.1169 eV

Each atom is followed by the atoms it is bonded to, with distances in Å.
Element x y z (Å)
1 C -1.29253 0.07227 0.08202  N2 1.512, C5 1.548, H9 1.043, H10 1.190
2 N -0.05972 -0.11295 -0.77283  C1 1.512, C3 1.449, H11 0.990
3 C 0.77680 1.06716 -0.85684  N2 1.449, O4 1.448, H12 1.061, H13 1.099
4 O 1.56703 0.98704 -2.06708  C3 1.448, H14 0.968
5 C -2.48316 0.82555 -0.55916  C1 1.548, N6 1.450, H15 1.126, H16 1.010
6 N -2.21424 2.17019 -1.03009  C5 1.450, C7 1.410, H17 0.940
7 C -2.50181 3.24401 -0.16331  N6 1.410, O8 1.229, H18 1.186
8 O -2.99186 2.97395 0.93087  C7 1.229
9 H -1.57637 -0.91944 0.23742  C1 1.043
10 H -1.03547 0.58659 1.12376  C1 1.190
11 H -0.29780 -0.47213 -1.66380  N2 0.990
12 H 0.31071 2.01606 -0.76824  C3 1.061
13 H 1.52172 0.91795 -0.06297  C3 1.099
14 H 1.07054 0.98075 -2.89835  O4 0.968
15 H -3.30037 1.00077 0.19494  C5 1.126
16 H -2.86123 0.27559 -1.31675  C5 1.010
17 H -1.72040 2.19793 -1.82914  N6 0.940
18 H -2.28258 4.28617 -0.68440  C7 1.186
19 H 0.44076 -3.07161 -0.91717  O21 1.061
20 H -0.64282 -4.09262 -0.62051  O21 0.970
21 O -0.27804 -3.67194 -1.41506  H19 1.061, H20 0.970
22 H 2.60974 0.96552 1.35376  O24 1.075
23 H 3.90759 0.33100 0.50629  O24 0.958
24 O 3.58516 1.12670 0.93109  H22 1.075, H23 0.958
25 H 3.03319 -1.30994 3.67829  O27 0.945
26 H 1.95791 -1.58397 2.57707  O27 0.930
27 O 2.50429 -1.95356 3.23263  H25 0.945, H26 0.930
28 H -1.64861 0.30885 4.54573  O30 0.859
29 H -2.66644 1.03752 3.47124  O30 0.955
30 O -2.34710 0.75880 4.32682  H28 0.859, H29 0.955
31 H 2.55995 -2.48061 0.32134  O33 1.022
32 H 1.29956 -1.40796 0.20077  O33 0.935
33 O 1.91447 -1.82561 0.76740  H31 1.022, H32 0.935
34 H -1.44471 2.89545 3.71063  O36 0.885
35 H -1.68591 3.00330 2.25444  O36 0.910
36 O -1.40824 2.46826 2.93680  H34 0.885, H35 0.910
37 H -0.25678 -2.52869 -3.14899  O39 0.961
38 H 0.75877 -3.11043 -4.25612  O39 1.032
39 O 0.36425 -2.25692 -3.82962  H37 0.961, H38 1.032
40 H 2.00041 3.87880 2.08964  O42 0.994
41 H 3.02229 3.21784 1.10391  O42 0.989
42 O 2.12930 3.64275 1.13319  H40 0.994, H41 0.989
43 H -1.88863 -3.35665 -2.99043  O45 0.907
44 H -1.67878 -2.28134 -4.11144  O45 0.998
45 O -2.13703 -2.52734 -3.25998  H43 0.907, H44 0.998
46 H -0.14118 1.11502 2.73539  O48 0.943
47 H 1.12380 0.32035 2.94027  O48 0.998
48 O 0.19108 0.24371 2.59368  H46 0.943, H47 0.998
49 H 0.39098 -2.69627 1.39374  O51 1.063
50 H -1.02829 -2.85614 1.44650  O51 0.989
51 O -0.30346 -3.46936 1.16863  H49 1.063, H50 0.989
52 H -2.31312 -0.20486 -3.21284  O54 0.919
53 H -1.44436 0.55637 -4.25521  O54 1.035
54 O -2.11553 0.65393 -3.47382  H52 0.919, H53 1.035
55 H 2.91375 -0.94153 -1.34596  O57 1.105
56 H 4.12636 -0.06736 -1.46869  O57 0.988
57 O 3.96618 -0.92691 -1.00949  H55 1.105, H56 0.988

---

Entry 2:
The following is a DFT calculation (wB97M-V/def2-TZVPD) of the molecule C6H8N2 at a distorted geometry.

## Properties
frontier orbital gap = 9.03 eV
energy above the lowest of the compared OMol25 structures with the same formula, charge and spin = 145.2 kJ/mol
F_max = 5.3 eV/A
SMILES string = C=C(C)c1c[nH]cn1
E_LUMO = 0.87 eV
E_HOMO = -8.152 eV
energy = -9330.2029 eV

Each atom is followed by the atoms it is bonded to, with distances in Å.
Element x y z (Å)
1 C -0.40952 -2.29457 0.19935  C2 1.280, H9 1.084, H10 1.142
2 C -0.83859 -1.09677 0.06316  C1 1.280, C3 1.549, C4 1.471
3 C -2.30526 -0.83906 -0.36182  C2 1.549, H11 1.123, H12 1.156, H13 1.090
4 C 0.10355 0.02222 -0.09485  C2 1.471, C5 1.356, N8 1.366
5 C 1.43459 -0.06246 0.15135  C4 1.356, N6 1.333, H14 1.128
6 N 1.78255 1.21959 0.26243  C5 1.333, C7 1.387, H15 0.941
7 C 0.69665 2.05450 0.04150  N6 1.387, N8 1.265, H16 1.148
8 N -0.29814 1.32098 -0.22740  C4 1.366, C7 1.265
9 H 0.63595 -2.51692 0.37903  C1 1.084
10 H -0.94905 -3.28500 0.01971  C1 1.142
11 H -2.21390 -0.15969 -1.25136  C3 1.123
12 H -2.84919 -1.79662 -0.71196  C3 1.156
13 H -2.67011 -0.48882 0.60371  C3 1.090
14 H 2.08220 -0.95401 0.39257  C5 1.128
15 H 2.67211 1.51852 0.32899  N6 0.941
16 H 0.81265 3.19547 0.00204  C7 1.148